Molecular formula: C30H25BaN6O2
Method: DFT, ωB97M-V/def2-TZVPD

## Properties
- HOMO-LUMO gap (Eh) = 0.2027
- ΔE to the lowest compared entry with this formula, charge and spin (kcal per mole) = 2.1
- F_max (eV/Å) = 0.13
- highest occupied orbital energy (eV) = -3.3
- E_tot (Eh) = -1662.9106

The geometry in ORCA input format:
```
! wB97M-V def2-TZVPD RIJCOSX def2/J DEFGRID3
* xyz -1 1
Ba 0.3237 -0.5880 0.1962
O 2.9504 1.5782 -3.0805
C 2.4812 1.1294 -2.0265
N 1.2902 1.3184 -1.4570
C 0.4182 2.3090 -1.9661
C 0.8986 3.4951 -2.5289
C 0.0442 4.5205 -2.9012
C -1.3215 4.3675 -2.7213
C -1.8187 3.1963 -2.1745
C -0.9755 2.1502 -1.7791
N -1.4460 1.0054 -1.1063
C -2.6867 0.5824 -1.3329
O -3.5034 0.9347 -2.1983
C -3.2005 -0.4869 -0.3613
C -4.4987 -0.9553 -0.5426
C -5.0249 -1.8602 0.3587
C -4.2411 -2.2879 1.4200
C -2.9534 -1.7952 1.5107
N -2.4412 -0.9122 0.6542
C 3.4175 0.2208 -1.2296
C 4.5480 -0.2885 -1.8649
C 5.4356 -1.0568 -1.1371
C 5.1843 -1.2837 0.2088
C 4.0337 -0.7490 0.7549
N 3.1637 -0.0174 0.0571
H 1.9620 3.5989 -2.6859
H 0.4472 5.4270 -3.3381
H -2.0071 5.1554 -3.0120
H -2.8829 3.0742 -2.0482
H -5.0532 -0.5770 -1.3885
H -6.0348 -2.2332 0.2371
H -4.6060 -3.0015 2.1462
H -2.2922 -2.1378 2.3005
H 4.6943 -0.0496 -2.9082
H 6.3165 -1.4747 -1.6091
H 5.8527 -1.8773 0.8174
H 3.7830 -0.9236 1.7951
C 1.7557 -3.2851 0.7614
C 0.5476 -3.6845 0.1784
C 0.2065 -3.3530 -1.1739
C -1.0446 -3.6181 -1.7125
C -2.0390 -4.2384 -0.9685
C -1.7292 -4.6013 0.3473
C -0.5011 -4.3344 0.9071
H 2.5808 -3.0116 0.1097
H 2.0230 -3.6561 1.7453
H 0.9740 -2.9138 -1.8098
H -1.2427 -3.3310 -2.7399
H -3.0170 -4.4308 -1.3883
H -2.4816 -5.0994 0.9515
H -0.3008 -4.6319 1.9322
N 1.6986 2.8959 1.0788
C 0.8850 2.6689 2.1441
C 0.6168 3.6991 3.0733
C -0.2053 3.4428 4.1397
C -0.7564 2.1685 4.2963
C -0.4261 1.2212 3.3555
N 0.3804 1.4390 2.3112
H 1.7956 3.8575 0.7970
H 1.6487 2.2392 0.2934
H 1.0567 4.6759 2.9198
H -0.4262 4.2293 4.8510
H -1.4223 1.9267 5.1117
H -0.8345 0.2174 3.4294
*
```

---

Molecular formula: C30H25F12N3O2SeTi
Method: DFT, ωB97M-V/def2-TZVPD

## Properties
- HOMO-LUMO gap (Eh) = 0.2673
- ΔE to the lowest compared entry with this formula, charge and spin (kcal per mole) = 10.8
- F_max (eV/Å) = 0.56
- highest occupied orbital energy (eV) = -7.4
- E_tot (Eh) = -5922.4368

The geometry in ORCA input format:
```
! wB97M-V def2-TZVPD RIJCOSX def2/J DEFGRID3
* xyz 0 1
Ti -1.1045 1.7477 0.1606
C 4.8085 -2.0088 1.1075
C 3.4885 -1.4267 0.6793
C 2.9455 -1.7115 -0.5677
C 1.7418 -1.1692 -0.9635
C 1.0117 -0.3019 -0.1426
N -0.1281 0.3566 -0.6354
C -0.3957 0.3519 -2.0360
C -0.9373 -0.7960 -2.6139
C -1.2287 -0.8427 -3.9618
C -0.9933 0.2659 -4.7739
C -1.2632 0.2155 -6.2528
C -0.4990 1.4208 -4.1851
C -0.2169 1.4988 -2.8230
C 0.2579 2.8201 -2.1792
O -0.1204 2.9607 -0.8601
C -0.3466 4.0665 -2.8973
F -0.1743 5.1662 -2.1676
F -1.6728 3.9007 -3.0593
F 0.1782 4.3095 -4.1084
C 1.8061 2.8755 -2.2652
F 2.2354 2.7559 -3.5317
F 2.3377 1.8660 -1.5706
F 2.2921 4.0166 -1.7719
C 1.5335 -0.0413 1.1401
C 2.7601 -0.5913 1.5103
C 0.8577 0.9451 2.0994
O -0.4661 1.1856 1.7803
C 0.7461 0.3893 3.5508
F 0.0091 -0.7293 3.5357
F 0.1140 1.2780 4.3304
F 1.9062 0.0877 4.1510
C 1.6420 2.3284 2.1264
F 2.4525 2.4570 1.0771
F 0.7790 3.3478 2.0884
F 2.3937 2.4753 3.2272
H 5.5631 -1.8817 0.3309
H 4.7216 -3.0799 1.3063
H 5.1700 -1.5293 2.0166
H 3.4802 -2.3589 -1.2541
H 1.3757 -1.3873 -1.9565
H -1.1093 -1.6522 -1.9715
H -1.6464 -1.7471 -4.3880
H -2.1320 -0.4042 -6.4737
H -0.4105 -0.2133 -6.7833
H -1.4375 1.2129 -6.6542
H -0.3422 2.2844 -4.8156
H 3.1834 -0.3315 2.4698
C -3.2719 0.9213 -0.0051
C -3.1497 1.9657 -0.9554
C -2.9810 3.1793 -0.2528
C -2.9976 2.8895 1.1283
C -3.1775 1.4968 1.2783
H -3.3421 -0.1364 -0.2079
H -3.1079 1.8456 -2.0278
H -2.7776 4.1396 -0.6982
H -2.8180 3.5922 1.9278
H -3.1346 0.9448 2.2030
C 1.0242 -3.9376 1.4099
N 0.0174 -3.7675 2.4375
C 0.1994 -4.0717 3.7726
C -0.9369 -3.7423 4.4133
N -1.8059 -3.2449 3.4630
C -3.1124 -2.6841 3.7349
C -1.2166 -3.2414 2.2430
Se -1.9764 -2.6716 0.6723
H 1.2717 -4.9927 1.2937
H 1.9146 -3.3687 1.6705
H 0.6174 -3.5528 0.4788
H 1.1157 -4.4953 4.1417
H -1.2043 -3.8157 5.4515
H -3.4730 -3.0803 4.6815
H -3.7934 -2.9571 2.9324
H -3.0501 -1.5966 3.7889
*
```

---

Molecular formula: C30H25N9O11P2SSr
Method: DFT, ωB97M-V/def2-TZVPD

## Properties
- HOMO-LUMO gap (Eh) = 0.1862
- ΔE to the lowest compared entry with this formula, charge and spin (kcal per mole) = 75.1
- F_max (eV/Å) = 3.60
- highest occupied orbital energy (eV) = -1.8
- E_tot (Eh) = -3590.8851

The geometry in ORCA input format:
```
! wB97M-V def2-TZVPD RIJCOSX def2/J DEFGRID3
* xyz -2 1
Sr 1.8614 0.1333 0.3143
O -2.0422 -4.2816 -1.0274
C -2.8392 -3.1989 -1.2400
C -4.2117 -3.3767 -1.4167
C -5.0571 -2.2934 -1.5941
C -4.5346 -1.0077 -1.5742
C -3.1726 -0.8372 -1.3951
C -2.2888 -1.9058 -1.2509
C -0.8265 -1.5522 -1.1083
O -0.5642 -0.4256 -0.6060
N 0.0137 -2.4319 -1.6014
N 1.2993 -1.9147 -1.5033
C 2.2168 -2.7326 -1.8658
C 3.6291 -2.3852 -1.9216
C 4.5505 -3.4213 -2.1026
C 5.9120 -3.1888 -2.1886
C 6.3633 -1.8715 -2.0921
C 5.4870 -0.8218 -1.9348
C 4.0826 -1.0214 -1.8430
O 3.2662 -0.0337 -1.7220
H -2.5961 -5.0656 -1.0195
H -4.6114 -4.3875 -1.4088
H -6.1192 -2.4606 -1.7357
H -5.1783 -0.1449 -1.7002
H -2.7281 0.1518 -1.3602
H 1.9492 -3.7480 -2.1708
H 4.1718 -4.4379 -2.1668
H 6.6072 -4.0123 -2.3077
H 7.4286 -1.6607 -2.1353
H 5.8443 0.1983 -1.8420
S -1.6568 7.7714 -1.4713
N -1.9651 6.8759 -0.1551
C -1.3652 5.7180 -0.3518
C -1.3678 4.6081 0.5664
C -1.9656 4.6929 1.8259
C -1.9079 3.5934 2.6506
C -1.2846 2.4372 2.1739
N -0.7313 2.3337 0.9806
C -0.7338 3.4080 0.1865
C -0.0152 3.3193 -1.1017
N 0.6110 2.1700 -1.3763
C 1.3221 2.1082 -2.4955
C 1.4300 3.1653 -3.4085
C 0.7694 4.3372 -3.1481
C 0.0267 4.4278 -1.9699
C -0.6802 5.6280 -1.6032
N -0.7711 6.7222 -2.3344
H -2.4374 5.6175 2.1290
H -2.3129 3.6077 3.6535
H -1.2152 1.5562 2.8063
H 1.8409 1.1739 -2.6806
H 2.0435 3.0389 -4.2908
H 0.8205 5.1898 -3.8125
O 1.2253 0.2146 2.7324
P 1.8905 1.7501 2.8806
O 1.1864 2.5871 3.8648
O 2.0515 2.2502 1.4489
O 3.4007 1.3279 3.2931
P 4.4724 0.4890 2.3155
O 4.6454 1.5445 1.1019
O 5.7111 0.1859 3.0415
O 3.5710 -0.6142 1.7876
H 2.0517 -0.2963 2.5442
H 3.7606 1.9995 1.1069
C -4.3844 -2.3809 2.4029
N -3.0146 -2.7891 2.5159
C -2.5805 -4.1458 2.7163
C -1.0435 -3.9982 2.5533
O -0.2708 -4.9132 2.7360
N -0.7638 -2.7065 2.1958
C -1.9101 -2.0661 2.1436
N -2.0445 -0.7782 1.8051
H -4.9783 -2.9163 3.1446
H -4.8095 -2.5717 1.4053
H -4.4799 -1.3174 2.6303
H -2.9702 -4.8291 1.9552
H -2.8302 -4.5308 3.7082
H -1.2991 -0.3527 1.2516
H -2.9540 -0.5067 1.4657
*
```

---

Molecular formula: C30H25ORuS3Si
Method: DFT, ωB97M-V/def2-TZVPD

## Properties
- HOMO-LUMO gap (alpha / beta) (Eh) = 0.2919 / 0.2615
- ΔE to the lowest compared entry with this formula, charge and spin (kcal per mole) = 0.0
- F_max (eV/Å) = 0.48
- highest occupied orbital energy (alpha / beta) (eV) = -10.3 / -10.8
- E_tot (Eh) = -2812.1534

The geometry in ORCA input format:
```
! wB97M-V def2-TZVPD RIJCOSX def2/J DEFGRID3
* xyz 1 5
Ru -0.5010 -0.1742 -0.5790
S -0.4983 2.2426 -1.1340
C -2.2625 2.4381 -1.4414
C -2.6826 3.6241 -2.0291
C -4.0337 3.8538 -2.2297
C -4.9582 2.8995 -1.8295
C -4.5379 1.7213 -1.2377
C -3.1814 1.4634 -1.0377
S -2.7365 -0.0787 -0.2939
H -1.9499 4.3660 -2.3186
H -4.3618 4.7761 -2.6886
H -6.0154 3.0733 -1.9787
H -5.2619 0.9798 -0.9272
C -0.5846 -3.2673 -2.9549
C -1.5139 -2.3850 -3.4972
C -1.2788 -1.0235 -3.4668
C -0.0920 -0.5034 -2.9138
C 0.8481 -1.4197 -2.3858
C 0.5902 -2.7888 -2.3949
Si 0.2925 1.3501 -2.9682
C 2.1173 1.6918 -3.0227
C 2.7169 1.8543 -4.2733
C 4.0824 2.0691 -4.3756
C 4.8632 2.1246 -3.2307
C 4.2805 1.9663 -1.9802
C 2.9164 1.7506 -1.8781
H -0.7761 -4.3316 -2.9780
H -2.4252 -2.7672 -3.9364
H -2.0146 -0.3400 -3.8747
H 1.8010 -1.0493 -2.0159
H 1.3208 -3.4778 -1.9922
H -0.4099 1.9272 -4.1315
H 2.1155 1.8214 -5.1744
H 4.5370 2.1987 -5.3486
H 5.9281 2.2965 -3.3114
H 4.8902 2.0170 -1.0880
H 2.4662 1.6360 -0.8961
O 0.6013 -0.2886 1.2548
S -0.0480 -1.4633 2.0314
C 1.3034 -2.1364 2.9715
C 1.1813 -3.4523 3.3899
C 2.2004 -4.0066 4.1502
C 3.3198 -3.2507 4.4647
C 3.4321 -1.9374 4.0227
C 2.4180 -1.3692 3.2716
C -1.0302 -0.6806 3.2916
C -0.6390 0.5260 3.8522
C -1.4403 1.0962 4.8236
C -2.6109 0.4593 5.2245
C -2.9927 -0.7424 4.6493
C -2.2014 -1.3186 3.6656
H 0.3072 -4.0353 3.1262
H 2.1233 -5.0307 4.4882
H 4.1149 -3.6885 5.0527
H 4.3120 -1.3574 4.2645
H 2.4887 -0.3531 2.9065
H 0.2677 1.0126 3.5164
H -1.1564 2.0392 5.2701
H -3.2323 0.9112 5.9857
H -3.9109 -1.2250 4.9539
H -2.4984 -2.2435 3.1868
*
```

---

Molecular formula: C30H26BF2NO3P2PdS
Method: DFT, ωB97M-V/def2-TZVPD

## Properties
- HOMO-LUMO gap (alpha / beta) (Eh) = 0.1823 / 0.2264
- ΔE to the lowest compared entry with this formula, charge and spin (kcal per mole) = 0.0
- F_max (eV/Å) = 0.48
- highest occupied orbital energy (alpha / beta) (eV) = -2.7 / -3.9
- E_tot (Eh) = -2872.8422

The geometry in ORCA input format:
```
! wB97M-V def2-TZVPD RIJCOSX def2/J DEFGRID3
* xyz -1 2
Pd 0.2645 -1.0589 1.0949
O 0.4049 1.2570 -0.8023
P 0.0329 2.6010 -0.3218
C -1.4809 3.3079 -1.0828
P -3.0350 2.3795 -0.9571
O -3.0326 1.0530 -1.6029
C -3.4357 2.3404 0.8045
C -4.1018 3.3620 1.4779
C -4.3158 3.2636 2.8426
C -3.8480 2.1503 3.5346
C -3.1825 1.1345 2.8671
C -2.9842 1.2210 1.4959
C -4.2517 3.4924 -1.7348
C -5.2596 2.8684 -2.4639
C -6.2424 3.6284 -3.0845
C -6.2206 5.0109 -2.9818
C -5.2140 5.6416 -2.2624
C -4.2321 4.8825 -1.6431
C 1.2598 3.8362 -0.8734
C 1.8878 4.7569 -0.0441
C 2.8429 5.6264 -0.5587
C 3.1765 5.5757 -1.9027
C 2.5669 4.6451 -2.7358
C 1.6185 3.7769 -2.2215
C -0.1375 2.8747 1.4581
C -0.7449 4.0430 1.9276
C -0.8272 4.3050 3.2838
C -0.2836 3.3995 4.1894
C 0.3287 2.2468 3.7315
C 0.4019 1.9732 2.3694
H -1.2665 3.4076 -2.1512
H -1.6257 4.3121 -0.6814
H -4.4703 4.2294 0.9417
H -4.8399 4.0532 3.3670
H -4.0059 2.0779 4.6042
H -2.8089 0.2680 3.3978
H -2.4484 0.4438 0.9664
H -5.2484 1.7888 -2.5439
H -7.0226 3.1373 -3.6522
H -6.9870 5.6021 -3.4679
H -5.1913 6.7213 -2.1871
H -3.4466 5.3868 -1.0934
H 1.6453 4.7916 1.0104
H 3.3304 6.3368 0.0968
H 3.9217 6.2529 -2.3018
H 2.8391 4.5884 -3.7821
H 1.1694 3.0240 -2.8594
H -1.1609 4.7633 1.2334
H -1.3160 5.2058 3.6328
H -0.3461 3.5964 5.2530
H 0.7465 1.5313 4.4278
H 0.8857 1.0525 2.0579
O 2.3806 0.1502 1.0870
N 3.2512 -0.6044 0.4580
C 4.1317 0.0142 -0.3546
C 5.1140 -0.6642 -1.0299
C 5.1846 -2.0497 -0.8668
C 4.2703 -2.6743 -0.0570
C 3.2571 -1.9778 0.6314
S 2.0916 -2.7230 1.6210
H 3.9746 1.0808 -0.4112
H 5.7934 -0.1200 -1.6695
H 5.9418 -2.6268 -1.3822
H 4.2829 -3.7470 0.0768
F -1.8563 -3.1541 0.9196
B -1.3713 -2.0679 1.5703
F -2.1493 -1.8364 2.6838
*
```

---

Molecular formula: C30H26BeN2O8P
Method: DFT, ωB97M-V/def2-TZVPD

## Properties
- HOMO-LUMO gap (Eh) = 0.2619
- ΔE to the lowest compared entry with this formula, charge and spin (kcal per mole) = 21.9
- F_max (eV/Å) = 3.22
- highest occupied orbital energy (eV) = -4.5
- E_tot (Eh) = -2226.5908

The geometry in ORCA input format:
```
! wB97M-V def2-TZVPD RIJCOSX def2/J DEFGRID3
* xyz -1 1
Be -0.6022 1.4759 -0.8274
O -4.5414 -2.0045 1.3819
C -3.6236 -1.3416 0.9731
C -3.0497 -0.1039 1.6556
O -3.4796 0.4108 2.6967
C -2.0092 0.3820 0.7442
C -2.0997 -0.3310 -0.4529
O -1.4658 0.2031 -1.4491
C -2.8529 -1.5511 -0.3236
O -3.0666 -2.4404 -1.1166
O -1.0538 1.2120 0.8152
O 2.0459 2.9711 -0.1401
C 1.9684 1.7746 -0.5300
O 0.9440 1.2283 -1.0739
C 3.1610 0.8573 -0.4508
C 4.4125 1.3540 -0.8625
C 5.5000 0.5327 -1.1038
C 5.3284 -0.8523 -0.9475
C 4.1439 -1.3539 -0.4817
C 3.0261 -0.5643 -0.2867
P 1.4323 -1.4234 0.0651
C 1.8823 -2.6494 1.4266
C 1.0038 -3.7433 1.5713
C 1.2496 -4.6727 2.5696
C 2.2832 -4.5294 3.4568
C 3.1411 -3.4362 3.2972
C 2.8667 -2.4378 2.3877
C 1.4875 -2.5082 -1.4472
C 1.2947 -1.7940 -2.6473
C 1.2350 -2.5052 -3.8462
C 1.3651 -3.8575 -3.8852
C 1.4911 -4.5956 -2.7035
C 1.5538 -3.9123 -1.5023
H 4.4248 2.4773 -1.1202
H 6.4463 0.9072 -1.4984
H 6.1555 -1.5399 -1.2070
H 3.9977 -2.4040 -0.4483
H 0.0954 -3.8537 1.0266
H 0.5536 -5.4383 2.6160
H 2.3590 -5.2633 4.2614
H 3.9201 -3.2225 4.0286
H 3.3812 -1.4570 2.3574
H 1.1497 -0.7201 -2.4927
H 1.0315 -1.9229 -4.7259
H 1.2310 -4.3644 -4.8489
H 1.5475 -5.7086 -2.6649
H 1.7305 -4.4885 -0.6017
C -4.0428 2.1635 -1.5232
N -3.6012 3.0318 -0.4362
C -4.6423 3.4393 0.5103
C -4.1659 4.4864 1.4533
C -2.7355 4.1687 1.9747
N -1.8991 4.0576 0.7475
C -0.5485 4.6419 0.6860
C -2.2731 3.3249 -0.2753
O -1.3974 2.9408 -1.0784
H -4.8012 2.6754 -2.1576
H -4.4723 1.3247 -0.9847
H -3.1772 1.9198 -2.0714
H -4.9756 2.5933 1.0905
H -5.4929 3.7776 -0.0356
H -4.9075 4.5327 2.3176
H -4.1777 5.4638 1.0727
H -2.6175 3.2297 2.4932
H -2.3408 4.9995 2.5581
H 0.1960 3.9763 1.1275
H -0.6366 5.6171 1.2112
H -0.2866 4.8405 -0.3248
*
```